A cluster of 6 separate species, C26H55FN9O8P in total. Source: the Open Molecules 2025 dataset; level of theory: ωB97M-V/def2-TZVPD.

XYZ file:
```
100
Properties=species:S:1:pos:R:3
C 0.614 7.016 3.235
C -0.400 5.909 3.365
O 0.237 4.637 3.543
C 0.381 3.793 2.448
C 0.834 4.488 1.260
N 1.147 5.080 0.327
C 1.417 2.664 2.833
C 2.328 3.288 3.752
N 3.108 3.718 4.476
C 0.778 1.482 3.585
C 1.760 0.688 4.435
N 1.613 0.995 5.851
C 2.199 2.162 1.613
C 3.459 2.921 1.270
C 3.901 2.691 -0.173
F 3.182 1.661 -0.793
P -1.296 3.071 2.021
N -2.158 2.768 3.254
O -0.928 1.873 1.131
O -1.883 4.170 1.026
H 0.333 7.726 2.475
H 1.551 6.589 2.920
H 0.798 7.486 4.186
H -0.986 6.059 4.254
H -1.099 5.901 2.542
H 0.005 1.836 4.245
H 0.328 0.815 2.880
H 1.522 -0.356 4.297
H 2.780 0.822 4.081
H 1.309 1.948 5.998
H 2.467 0.847 6.370
H 1.552 2.081 0.757
H 2.492 1.155 1.847
H 3.298 3.977 1.394
H 4.250 2.629 1.938
H 4.949 2.426 -0.208
H 3.787 3.592 -0.756
H -3.007 3.316 3.277
H -1.551 1.118 1.306
H -2.725 3.802 0.695
C -2.071 -3.037 -1.957
N -2.338 -2.149 -0.827
C -1.526 -1.233 -0.277
C -0.170 -1.061 -0.896
O -1.933 -0.534 0.659
H -2.770 -2.820 -2.761
H -2.194 -4.073 -1.644
H -1.061 -2.906 -2.321
H -3.250 -2.194 -0.400
H 0.348 -0.243 -0.402
H 0.428 -1.971 -0.815
H -0.341 -0.836 -1.950
C 1.102 -4.553 1.177
N 0.083 -4.911 0.198
C 0.197 -5.794 -0.824
C 1.528 -6.497 -0.961
O -0.723 -6.006 -1.602
H 0.756 -4.783 2.185
H 1.314 -3.485 1.123
H 2.015 -5.098 0.992
H -0.821 -4.468 0.259
H 1.472 -7.162 -1.817
H 2.332 -5.777 -1.119
H 1.753 -7.080 -0.068
C -3.519 0.600 -5.741
N -2.559 0.004 -4.835
C -1.239 0.287 -4.709
C -0.653 1.351 -5.607
O -0.562 -0.312 -3.886
H -4.330 1.073 -5.185
H -3.951 -0.158 -6.396
H -3.040 1.354 -6.357
H -2.889 -0.717 -4.205
H 0.402 1.447 -5.372
H -0.760 1.077 -6.657
H -1.141 2.311 -5.441
C 6.851 -3.546 -0.081
N 5.784 -4.195 0.658
C 4.800 -3.618 1.393
C 4.786 -2.111 1.475
O 3.957 -4.296 1.958
H 6.794 -3.796 -1.141
H 7.826 -3.862 0.294
H 6.777 -2.469 0.021
H 5.740 -5.202 0.644
H 3.943 -1.820 2.092
H 5.704 -1.734 1.928
H 4.672 -1.665 0.485
C -8.048 -0.839 -3.527
N -6.656 -1.106 -3.843
C -5.579 -1.037 -3.024
C -5.824 -0.629 -1.589
O -4.460 -1.294 -3.443
H -8.658 -1.725 -3.704
H -8.434 -0.028 -4.146
H -8.149 -0.554 -2.486
H -6.428 -1.383 -4.785
H -4.871 -0.605 -1.071
H -6.270 0.364 -1.539
H -6.488 -1.336 -1.089
```

The energy is -69653.5730 eV. As for the max |F|: 1.7 eV Å⁻¹.

Mulliken population analysis, charges in e, atoms 1 to 99:
1 C -1.16
2 C -0.27
3 O -0.36
4 C 1.32
5 C -0.05
6 N -0.66
7 C 2.91
8 C -1.21
9 N -0.71
10 C -1.98
11 C -0.55
12 N -0.68
13 C -1.69
14 C -0.71
15 C -0.60
16 F -0.30
17 P 0.59
18 N -0.86
19 O -0.37
20 O -0.48
21 H 0.35
22 H 0.33
23 H 0.32
24 H 0.53
25 H 0.19
26 H 0.81
27 H 0.26
28 H 0.48
29 H 0.35
30 H 0.24
31 H 0.26
32 H 0.33
33 H 0.86
34 H 0.32
35 H 0.50
36 H 0.35
37 H 0.30
38 H 0.26
39 H 0.49
40 H 0.38
41 C -1.01
42 N -0.06
43 C 0.85
44 C 0.35
45 O -0.95
46 H 0.09
47 H 0.48
48 H 0.33
49 H 0.25
50 H -0.59
51 H 0.26
52 H -0.05
53 C -0.78
54 N -0.04
55 C 0.92
56 C -1.35
57 O -0.65
58 H 0.29
59 H 0.25
60 H 0.25
61 H 0.16
62 H 0.33
63 H 0.31
64 H 0.37
65 C -0.97
66 N 0.08
67 C 0.94
68 C -1.54
69 O -0.69
70 H 0.24
71 H 0.25
72 H 0.42
73 H 0.22
74 H 0.31
75 H 0.40
76 H 0.39
77 C -0.84
78 N -0.15
79 C 0.73
80 C -1.22
81 O -0.68
82 H 0.28
83 H 0.29
84 H 0.31
85 H 0.24
86 H 0.20
87 H 0.44
88 H 0.40
89 C -0.91
90 N -0.18
91 C 0.81
92 C -1.28
93 O -0.73
94 H 0.30
95 H 0.30
96 H 0.35
97 H 0.25
98 H 0.13
99 H 0.40